# 1
Computed, not measured: 14 unconnected molecules or ions with the total composition C32H65F15N28O18S2 in a non-equilibrium geometry, with wB97M-V/def2-TZVPD.

Values from the calculation:
Gap between HOMO and LUMO, eV: 8.0
Calculated total energy, Eh: -6440.50874
ΔE to the lowest compared entry with this formula, charge and spin, eV: 0.000
F_max, hartree/bohr: 0.2268

Positions of all 160 atoms, in Å:
S 3.91418 0.04752 -3.68094
S 1.19753 -6.57388 1.96305
F 1.01684 -8.09368 1.45367
F 3.29163 -7.75541 0.82747
F 1.85839 -5.88995 -3.65472
F 3.77558 -6.69071 -2.05295
F 1.91593 -7.20489 3.26643
F -0.17189 -6.71580 2.73629
F 0.38723 -6.11689 0.69048
F 4.32757 -5.27309 -0.19860
F 2.08842 -1.76099 -1.92549
F 4.02596 1.59313 -4.01132
F 0.87761 -4.71631 -2.11323
F 1.32212 -5.11076 2.54003
F 3.76014 -6.07885 2.02950
F 1.80748 -7.26114 -1.38317
F 2.41200 -4.39157 0.08078
O -7.56171 8.73158 -1.52666
O -3.47053 1.27808 3.02883
O -7.86431 3.37199 9.55152
O 9.26024 3.45575 -4.02691
O -12.01023 9.13565 -1.89448
O 2.10148 1.24920 -6.70177
O -0.37080 -2.60305 -3.94061
O -5.40112 5.00931 0.83202
O 0.30521 3.32743 -3.23939
O 5.19725 -5.18506 -4.91732
O 4.27303 -0.08546 -2.30711
O -5.57905 3.91360 5.99335
O 7.59458 3.28091 -0.72360
O 0.51970 -6.37623 7.71601
O 10.55543 1.23565 -7.38124
O -4.37377 -1.01649 5.26816
O 4.10734 -12.50526 3.65043
O 4.79373 -0.68686 -4.53109
N -6.76146 5.55271 4.96132
N -5.33870 4.20163 3.75909
N 4.66840 -10.37903 3.08673
N 12.06948 0.00436 -8.53071
N 10.12490 -0.96335 -7.74735
N 6.77163 -6.19089 -6.19551
N 5.84858 -7.29849 -4.39877
N 8.32803 1.57252 -4.89556
N -4.28716 0.92196 5.10959
N -14.24450 8.76705 -1.93110
N 1.13610 -6.18409 5.54685
N -0.34233 -4.66978 6.50391
N -7.19694 1.26926 10.08252
N -13.31383 10.17097 -0.35670
N -9.34755 9.95698 -2.18748
N -3.85779 -3.14396 5.84990
N 0.00735 -0.54517 -2.85091
N 9.81653 2.89712 -0.73247
N 8.66163 3.03963 1.26815
N -4.61711 -0.63443 3.44335
N -7.23871 10.88653 -2.14783
N -2.72419 -2.08215 4.13490
N 7.12036 2.93904 -3.49143
N 2.51308 -11.14260 2.78631
N -6.55843 6.63584 -0.25844
N -5.11711 5.26173 -1.40074
N 1.97476 -0.71123 -5.35861
N -6.33374 2.34677 8.22982
C 8.62227 3.08446 -0.10091
C 2.12353 0.27535 -6.08453
C 1.04679 0.40072 -3.26911
C 0.44690 -5.78342 6.65615
C -1.81880 3.01531 1.34615
C -3.69618 -2.01390 5.09592
C 0.29983 3.10935 0.21300
C 2.51125 -3.10104 -3.93277
C -5.68294 5.60544 -0.20543
C 1.92292 -1.85499 -3.28930
C 0.43032 2.64428 -2.25963
C 0.34611 -1.79910 -3.45419
C 2.18421 -0.45803 -3.91283
C 1.38953 1.44414 -2.20102
C -2.46111 2.74186 0.15151
C 3.78318 -11.42148 3.20580
C -1.72939 2.64827 -1.03250
C -7.17453 2.39789 9.29851
C 5.89213 -6.16267 -5.15131
C -5.87339 4.51704 4.96224
C 10.89305 0.16590 -7.85346
C -8.02787 9.79258 -1.93089
C 2.89217 -6.51871 1.10833
C 8.29568 2.70784 -4.13129
C 2.08465 -5.16488 -2.51980
C -4.08602 0.56661 3.81575
C -0.35360 2.82588 -0.98328
C 2.63069 -6.21259 -1.50468
C -0.44121 3.21170 1.37662
C 3.00904 -5.57115 -0.12202
C 3.06996 -4.07369 -2.88004
C -13.11826 9.34451 -1.42459
H -2.22882 2.41699 -1.96696
H 2.23392 -10.25453 2.41748
H -2.15939 -2.89267 3.97195
H -4.79523 0.36278 5.76724
H -4.56751 -3.11607 6.55795
H -3.32017 -3.98279 5.73571
H 10.68008 2.73517 -0.25197
H -5.76535 1.55141 8.01626
H 2.42256 1.79515 -2.24005
H 7.35244 -6.97785 -6.41175
H -2.38881 3.08052 2.25966
H -12.50303 10.60863 0.03921
H 9.49838 2.88038 1.79473
H 9.25391 -0.88108 -7.25800
H 3.46732 -3.54062 -2.01635
H 5.60981 -10.54921 3.38656
H -6.99072 6.91391 0.60093
H 1.27998 0.96467 -1.22330
H -7.58875 11.76539 -2.47641
H -9.95920 9.17321 -2.03657
H 3.36481 -2.79983 -4.54615
H -7.17298 5.80803 5.83971
H 3.92904 -4.56305 -3.35140
H -0.42848 -4.16093 5.64529
H -3.91262 1.80632 5.40571
H -6.79894 7.13678 -1.10237
H 0.54647 0.95988 -4.06969
H 9.18146 1.36722 -5.39023
H -5.55959 4.68150 2.89873
H 1.82524 -3.58286 -4.62770
H 7.79666 3.17621 1.75547
H 12.36833 -0.86486 -8.92831
H 4.42714 -9.47618 2.72591
H -7.01581 6.05873 4.13523
H 6.82661 -5.37093 -6.76975
H -2.58456 -1.26670 3.56671
H -14.21244 10.35613 0.04557
H -7.80656 1.27623 10.87772
H 12.65573 0.81227 -8.62634
H -6.64201 0.45585 9.90031
H 1.82978 -11.87249 2.86005
H -15.16291 8.92259 -1.56252
H 6.41241 -8.10613 -4.58114
H -14.13146 8.15343 -2.71627
H -5.11982 -1.23546 4.06837
H -3.53631 2.60461 0.12746
H -9.74518 10.81523 -2.51600
H 7.54840 0.94918 -4.98741
H 6.32699 2.33350 -3.56035
H -0.85863 -4.36670 7.30860
H 7.06056 3.75716 -2.91472
H 0.03870 3.40297 2.32951
H 10.38680 -1.85132 -8.12919
H -4.68203 3.44077 3.73094
H -0.15054 -0.61436 -1.85372
H 5.21159 -7.31403 -3.62548
H 1.71501 -6.99661 5.63743
H -6.28450 3.15882 7.62553
H 1.37666 3.24429 0.22846
H -6.25773 10.79017 -1.96355
H -4.45962 4.50459 -1.39794
H -4.48649 -0.91795 2.49081
H -5.32344 5.72750 -2.26318
H 1.10417 -5.70852 4.67245
H 9.81326 2.93571 -1.74148

Cartesian forces (eV/Å) of the 6 atoms listed first:
S 2.301 -1.635 2.218
S -0.903 -2.813 0.383
F -0.160 0.405 0.016
F -0.253 0.034 -0.501
F -0.191 -0.144 0.054
F 0.018 -0.150 0.217

# 2
Computed, not measured: 3 unconnected molecules or ions with the total composition C32H65FN2OPS in a non-equilibrium geometry, with wB97M-V/def2-TZVPD.

Values from the calculation:
Total charge: +1
Gap between HOMO and LUMO, eV: 7.4
Calculated total energy, Eh: -2282.02505
F_max, hartree/bohr: 0.0726

Positions of all 103 atoms, in Å:
S -2.99721 -3.67362 -0.74185
P -5.92408 -1.61754 0.67242
F -1.70981 1.50215 1.63515
O -1.76704 1.82156 -2.83563
N -3.78378 -1.18694 2.17000
N -5.79247 -0.21459 -0.01860
C 4.61316 -5.11945 3.30361
C -2.70906 -0.55806 1.82032
C -4.54030 -3.61369 1.84389
C 1.41723 -2.80569 0.90253
C 0.91899 2.92934 -0.46280
C -0.95073 8.50593 -4.96051
C -2.17487 -1.23276 0.60073
C -4.85864 -0.78816 4.44367
C -3.16984 1.77792 -2.76429
C 5.42375 -4.97160 0.28674
C 4.37200 -6.20529 2.25326
C 0.05793 -2.55326 0.19476
C -0.88180 7.87068 -3.57274
C -4.46606 -0.85051 3.30114
C -1.20042 2.26694 -1.62864
C 6.19512 -6.46498 4.78588
C 2.49449 -1.76591 0.57008
C 5.97440 -5.17913 3.99466
C -2.29791 5.11877 -4.05083
C 5.39648 -6.24850 1.12033
C 0.27756 2.52596 -1.80131
C -2.16872 0.60739 2.54627
C -1.06086 -2.19980 1.19935
C -0.21535 6.49495 -3.52469
C -0.85297 5.43519 -4.42182
C 1.93822 1.90819 0.04592
C -4.21481 -2.24158 1.27914
C -1.07489 0.28435 3.56198
C 0.42124 8.77648 -5.57142
C 2.10148 -0.39474 1.17955
C 1.32866 0.51611 0.20377
C -3.35649 -2.07910 0.03254
H -2.96545 1.12320 3.07368
H -2.70438 -3.32152 -2.00710
H -5.15724 -3.46477 2.72930
H -1.71907 3.14319 -1.23125
H 0.84103 6.59219 -3.79101
H -2.36442 4.76739 -3.01808
H -1.54962 -3.08596 1.59313
H 6.14345 -5.06116 -0.52771
H -0.23105 6.13880 -2.48787
H 1.00770 9.43876 -4.93157
H -1.07151 -0.76344 3.83815
H 2.77151 1.85920 -0.65217
H 6.77781 -5.05540 3.26383
H 1.27500 -2.82263 1.97874
H 6.39525 -6.45033 1.51507
H 5.15238 -7.08932 0.46620
H 4.49452 -4.13284 2.84309
H -1.49024 9.45287 -4.87947
H -3.53077 1.70589 -3.78271
H 3.37473 -6.05624 1.82416
H 0.30691 0.63322 0.56544
H -1.63068 -0.60369 -0.08497
H -1.31479 1.45577 -0.89300
H 2.68849 -1.69693 -0.49493
H -6.12867 -0.26608 -0.97302
H -0.26458 4.51681 -4.34424
H -0.33765 8.54251 -2.90160
H 3.39011 -2.09047 1.09468
H -0.80221 5.74111 -5.46973
H 7.16519 -6.44454 5.28352
H 6.05179 -4.32993 4.67881
H 0.31726 9.25739 -6.54475
H -3.54903 0.91339 -2.20728
H -0.23419 -3.49245 -0.25653
H 0.71899 1.60962 -2.17227
H -6.45519 -2.58525 -0.20385
H 6.17659 -7.34473 4.14127
H -1.20486 0.84781 4.47430
H 0.98673 7.85533 -5.72036
H 0.11046 -1.80321 -0.58444
H 1.46435 3.85231 -0.63178
H -0.60226 -1.70640 2.05219
H -1.89498 7.80029 -3.16625
H -5.17948 -0.74384 5.44260
H -2.94466 5.99055 -4.15948
H 5.42759 -6.58619 5.55303
H 0.17567 3.12662 0.30551
H 2.97682 0.08667 1.60178
H -6.74618 -1.47364 1.81354
H -0.12283 0.55531 3.12605
H -3.67750 -4.19433 2.15560
H -1.53665 7.87862 -5.63788
H -3.75647 -1.46089 -0.76713
H -2.69051 4.33378 -4.69908
H 1.74889 -3.80122 0.61937
H 4.34386 -7.18374 2.74025
H 0.38853 3.32973 -2.51791
H -5.14704 -4.18571 1.15855
H 3.82670 -5.19123 4.06259
H -3.56361 2.69590 -2.32624
H 4.44156 -4.77661 -0.15177
H 1.27828 0.04068 -0.77091
H 1.44353 -0.63989 2.00742
H 5.71092 -4.10563 0.88578
H 2.31644 2.28054 0.99389

Cartesian forces (eV/Å) of the 6 atoms listed first:
S 0.017 -0.637 0.215
P -0.371 1.879 -0.891
F 0.428 0.420 -0.828
O -0.024 0.286 -0.067
N 0.245 0.540 1.143
N 0.043 -0.506 0.147